2 unconnected molecules or ions with the total composition C3H11N2O. Source: the Open Molecules 2025 dataset; level of theory: ωB97M-V with the def2-TZVPD basis set.

Cartesian coordinates (Å):
C  -1.5559  1.4272  -1.1126
C  -0.8203  0.3684  -0.4694
C  -0.6966  0.3256  0.9255
N  0.2098  -0.4832  1.7120
N  -0.3522  -0.5523  -1.3636
H  -0.8775  2.3717  -1.2985
H  -2.2878  1.8508  -0.2882
H  -2.3341  1.0919  -1.8860
H  -1.2296  1.0644  1.5271
H  -0.1691  -1.4055  1.9231
H  0.5437  -0.0163  2.6107
H  1.1815  -0.4172  1.3501
H  -0.1838  -0.2521  -2.3040
H  0.4132  -1.1281  -0.9668
H  2.5624  -2.0682  0.1634
H  3.2268  -0.9792  -0.4201
O  2.3695  -1.1977  -0.1027

Calculated values
net charge	+1
electronic energy	-8309.494	eV
energy relative to the best compared isomer or geometry (same formula, charge and spin)	53.01	kcal per mole
orbital gap	0.3355	Eh